133
Properties=species:S:1:pos:R:3:forces:R:3 method="wB97M-V/def2-TZVPD" e_lumo_ev="-0.501 / -0.576" homo_ev="-3.02 / -6.54" e_tot_ha=-4756.11534 charge=0 homo_lumo_gap_ev="2.5 / 6.0" multiplicity=2 largest_force_ev_per_a=8.54
C 0.917 3.807 -3.665 0.63 0.08 -0.23
C 2.196 3.059 -3.206 -0.77 -0.63 -0.34
C 3.065 3.952 -2.325 -0.52 -0.71 0.39
N 4.317 3.275 -1.831 0.92 -0.74 2.96
C 4.045 1.901 -1.149 -0.35 0.04 -2.12
C 5.424 3.122 -2.861 -1.58 -0.67 0.98
C 6.737 3.007 -2.050 -0.62 0.64 -0.99
C 6.502 3.686 -0.655 -0.35 -0.36 -0.86
C 5.015 4.099 -0.696 -0.47 0.68 -0.16
H 0.195 3.256 -4.267 0.49 -0.63 -0.17
H 1.248 4.632 -4.296 -0.40 0.45 0.24
H 0.308 4.085 -2.805 0.40 0.49 0.16
H 2.743 2.566 -4.010 0.09 0.38 -0.44
H 1.824 2.221 -2.616 0.19 0.01 0.46
H 2.384 4.130 -1.493 0.51 0.33 0.54
H 3.412 4.907 -2.719 -0.27 -0.05 -0.36
H 3.860 1.284 -2.028 -0.03 -0.42 0.37
H 3.139 1.852 -0.545 0.05 0.56 0.21
H 4.927 1.510 -0.641 -0.04 0.48 0.01
H 5.233 2.247 -3.482 -0.08 -0.09 0.15
H 5.221 3.980 -3.503 1.01 0.30 0.05
H 7.089 1.980 -1.951 -0.28 0.03 -0.09
H 7.357 3.489 -2.807 1.08 0.30 0.89
H 6.685 2.994 0.167 -0.12 -0.27 -0.23
H 7.201 4.497 -0.450 -0.39 0.29 -0.28
H 4.451 3.980 0.229 0.09 -0.58 -0.06
H 4.852 5.163 -0.869 0.26 0.01 -0.63
C -8.406 -0.480 2.623 -1.40 -1.59 0.66
C -7.454 0.269 1.796 0.41 2.76 -0.42
C -6.239 0.437 2.659 2.93 -1.14 -0.26
N -4.905 0.509 1.923 0.60 2.31 -1.88
C -4.923 1.875 1.077 1.67 -1.67 -0.09
C -4.536 -0.699 1.010 -0.10 0.37 -0.43
C -3.602 -1.661 1.767 -0.73 -0.06 1.19
C -3.376 -0.945 3.141 -0.14 -0.36 -0.77
C -3.674 0.502 2.805 -0.04 0.50 0.51
H -9.436 -0.142 2.511 -0.14 -0.78 -0.72
H -8.329 -0.410 3.708 0.81 0.69 0.09
H -8.167 -1.533 2.478 -0.99 -0.36 -0.20
H -7.917 1.211 1.502 0.18 0.79 0.84
H -7.253 0.033 0.751 0.21 -1.57 0.26
H -5.993 -0.469 3.212 -0.99 -0.23 0.47
H -6.218 1.261 3.372 -0.33 0.08 -0.22
H -3.929 1.917 0.632 0.07 0.00 -0.03
H -4.952 2.782 1.681 -0.60 -0.44 0.38
H -5.612 1.819 0.234 -0.42 -0.09 0.54
H -4.008 -0.302 0.143 -0.18 0.30 0.02
H -5.467 -1.180 0.709 0.10 0.09 -0.05
H -2.636 -1.965 1.363 -0.13 0.84 -0.73
H -4.159 -2.595 1.845 0.07 -0.12 0.52
H -2.336 -0.999 3.461 -0.07 -0.13 0.08
H -4.036 -1.398 3.881 0.08 0.29 0.26
H -2.866 0.909 2.197 0.09 -0.04 -0.13
H -3.761 1.183 3.652 -0.38 -0.07 0.03
C 1.541 -5.464 0.301 -0.75 -0.70 -0.74
C 2.135 -4.365 1.126 0.22 1.75 1.14
C 2.037 -4.731 2.624 0.33 0.26 0.18
N 2.576 -3.740 3.680 1.40 1.38 -0.75
C 4.163 -3.792 3.487 -1.18 -0.69 1.89
C 2.068 -4.036 5.122 0.47 -1.50 -0.41
C 1.966 -2.796 5.989 -0.23 0.28 -2.24
C 2.123 -1.678 4.937 0.81 0.21 -0.38
C 1.945 -2.292 3.508 0.35 -0.56 2.14
H 1.428 -6.392 0.861 0.51 -0.24 0.03
H 2.125 -5.609 -0.608 -0.04 -0.21 0.15
H 0.520 -5.302 -0.044 -0.04 0.53 0.05
H 1.643 -3.396 1.039 -0.55 -0.05 -0.39
H 3.120 -4.101 0.742 0.40 -0.47 0.46
H 2.592 -5.654 2.788 -0.29 -0.11 0.26
H 0.978 -4.840 2.858 0.03 -0.23 0.06
H 4.452 -4.824 3.682 -0.46 -0.47 -1.05
H 4.708 -3.444 4.364 -0.48 1.40 -0.11
H 4.524 -3.397 2.537 -0.47 -0.01 0.23
H 2.691 -4.750 5.659 0.16 -0.41 -0.70
H 1.093 -4.492 4.949 0.07 0.00 0.05
H 2.814 -2.763 6.673 -0.74 0.08 0.48
H 0.940 -2.791 6.355 0.47 0.12 0.86
H 3.152 -1.338 5.055 0.00 0.36 -0.34
H 1.477 -0.821 5.126 -0.01 -0.08 -0.36
H 2.400 -1.681 2.727 -0.22 -0.41 -0.16
H 0.879 -2.492 3.399 0.09 0.14 -0.70
C -4.752 1.260 -3.321 1.62 -0.45 0.29
C -3.451 0.478 -3.785 -1.77 0.20 0.78
C -3.066 -0.539 -2.661 2.27 2.38 -1.80
N -1.673 -1.177 -3.043 0.62 -1.86 -0.49
C -0.544 -0.149 -3.316 -2.44 0.63 -0.19
C -1.088 -2.050 -1.905 -1.27 0.24 0.59
C -1.295 -3.515 -2.291 1.00 0.58 0.47
C -2.105 -3.479 -3.607 -0.56 -2.10 2.04
C -1.785 -2.197 -4.194 0.87 1.87 -0.60
H -5.610 0.591 -3.388 -0.17 0.34 0.22
H -4.903 2.215 -3.825 -0.09 -0.39 -0.56
H -4.509 1.592 -2.312 -0.50 -0.24 0.40
H -2.693 1.249 -3.923 0.15 -0.45 -0.21
H -3.744 -0.051 -4.692 0.55 0.16 -0.27
H -3.928 -1.176 -2.462 0.74 -0.69 0.12
H -2.745 0.105 -1.842 -0.48 -0.37 0.67
H -0.747 0.414 -4.226 -0.18 -0.32 -0.19
H 0.422 -0.640 -3.433 -0.27 -0.07 0.63
H -0.785 0.537 -2.504 1.38 0.19 0.31
H -0.031 -1.837 -1.746 -0.29 0.33 -0.16
H -1.641 -1.790 -1.003 0.21 0.29 0.00
H -0.260 -3.853 -2.329 -0.15 -0.67 -0.94
H -1.702 -4.062 -1.441 -0.59 -0.07 -0.31
H -1.831 -4.328 -4.234 -0.21 0.17 -0.17
H -3.159 -3.535 -3.338 -0.20 -0.27 -0.14
H -0.782 -2.331 -4.599 0.04 0.68 -0.26
H -2.497 -1.820 -4.928 0.23 -0.01 -0.02
C 1.827 5.766 1.173 -2.60 2.76 0.18
F 1.056 6.419 0.186 -0.37 -1.59 1.04
F 1.582 4.476 1.265 -0.09 0.21 -0.31
F 3.009 5.983 0.685 2.84 -0.58 -0.33
S 1.654 6.789 2.778 -2.21 0.92 3.92
O 1.883 8.171 2.354 0.33 -1.34 -0.56
O 0.290 6.655 3.432 2.70 -0.50 -2.41
O 2.698 6.208 3.644 -0.46 0.14 -1.54
C 3.371 -1.880 -2.429 -2.14 -0.63 -0.45
F 4.337 -2.468 -1.720 -0.14 0.58 0.16
F 2.398 -1.352 -1.577 1.21 -1.27 -0.72
F 3.836 -0.805 -3.051 0.70 0.07 -0.46
S 2.607 -3.261 -3.628 1.46 -0.70 -0.79
O 1.417 -2.672 -4.230 -0.25 0.35 0.92
O 3.597 -3.578 -4.687 -1.00 0.62 2.42
O 2.379 -4.285 -2.592 0.00 0.96 -1.01
N -1.225 0.654 0.121 -7.27 0.82 -4.42
S -0.004 0.494 0.913 5.80 2.73 5.21
O 0.090 0.911 2.330 -0.63 -1.43 -0.57
O 1.223 0.505 0.185 1.99 -0.31 -0.99
F -0.145 -1.089 1.077 -0.55 -2.24 0.53
S -1.127 2.315 0.061 2.90 0.39 2.26
O 0.013 2.971 -0.573 -1.06 -0.27 -1.72
O -1.769 3.041 1.120 -1.18 -0.09 0.71
F -2.345 2.489 -1.037 -0.32 -0.43 -1.26